1.
Molecular formula: C45H40Cl5N7O2RuS
Method: DFT, the ωB97M-V functional and the def2-TZVPD basis

Values from the calculation:
- Frontier orbital gap (spin up / spin down): 0.1793 / 0.2220 Eh
- Total charge: -1
- Energy relative to the best compared isomer or geometry (same formula, charge and spin): 22.5 kcal/mol
- Molecular weight: 1021.26 g mol⁻¹
- <S²>: 0.769
- Spin multiplicity: 2
- HOMO level (spin up / spin down): -2.8 / -3.9 eV

Each line ends with the Mulliken charge.
Cartesian coordinates (Å):
Ru -0.9088 -0.4079 -0.7321  0.066
Cl 2.6638 2.0502 1.6229  -0.184
Cl 1.6855 4.6993 2.8015  -0.150
Cl 0.5141 3.6524 -3.1725  -0.168
Cl -0.4019 6.4176 1.2803  -0.206
Cl -1.0579 5.7465 -1.6834  -0.215
S -4.7929 1.5852 -1.1553  -0.460
O -1.9131 -3.1080 -3.5806  -0.818
O 2.9838 1.8011 -3.4893  -0.769
N 0.3089 0.3799 3.5302  0.428
N -0.5490 0.6907 1.3298  1.516
N -1.3821 -2.1729 -1.5490  1.186
N 0.8414 -1.0948 1.8092  0.921
N -2.4952 -0.9660 0.8496  2.199
N 0.1149 -0.3041 -2.6508  1.308
N 2.2420 1.7743 -1.3581  2.243
C -2.4012 -1.7447 1.9285  -0.336
C 5.8219 2.2373 -0.4105  -0.891
C 2.0750 -1.5288 2.4272  -0.316
C 1.5714 2.8279 -0.7687  -1.528
C 0.7130 3.7147 -1.4617  0.941
C -1.6854 1.7045 3.2895  -0.646
C -0.4701 -1.2030 -4.8508  -0.471
C -3.5106 0.6587 -0.4785  -0.294
C 5.2716 -0.0915 -0.4059  -0.604
C -2.3596 0.6562 -1.2520  1.672
C -4.6013 -0.1531 1.6623  -1.070
C -1.3944 -2.2428 -2.8763  0.123
C -2.5630 1.4486 -2.4332  -1.230
C -3.3789 -1.8026 2.9007  -1.361
C 4.5404 2.5625 -0.8484  1.427
C -3.8076 2.0010 -2.5011  -0.679
C 1.0746 0.4895 -3.2752  0.003
C -2.9775 -5.2689 0.8089  -1.074
C -4.2929 -2.6800 -1.6255  -1.231
C 0.4024 -3.9811 -0.2911  -0.995
C 1.4510 -0.0602 4.3071  -0.536
C 1.8717 -1.4657 3.9261  -0.880
C 4.2095 3.9896 -1.1892  -1.490
C 0.4171 -0.3255 -5.4864  -1.027
C -0.5617 -1.1538 -3.4924  -0.487
C -1.3987 1.7781 1.7997  -0.463
C 1.2693 4.2814 1.1764  -0.020
C -3.3390 -3.4874 -0.7939  1.145
C 0.3689 5.0898 0.4926  0.131
C 6.1845 0.9244 -0.1630  -1.036
C 3.0428 -0.9020 -1.2276  -0.750
C 2.0704 1.3696 -2.7551  -1.084
C 3.6143 1.5280 -0.9841  -0.856
C -4.5011 -0.9868 2.7533  -1.115
C 1.7771 3.1259 0.5945  0.863
C 0.1965 0.0739 2.1897  -0.660
C 3.9874 0.1959 -0.8441  0.835
C -3.5753 -0.1645 0.7106  0.042
C -1.6093 -5.0836 0.7075  -0.878
C -0.3739 1.5572 4.0290  -0.545
C -3.8261 -4.4853 0.0422  -0.892
C -1.9566 -3.2579 -0.8310  -0.358
C 1.1863 0.4687 -4.7140  -0.992
C -1.0883 -4.0934 -0.1196  0.872
C 0.0689 4.7671 -0.8223  0.139
H -4.1978 2.6371 -3.2780  0.520
H 3.3550 -1.8535 -0.7995  0.516
H 2.7865 -1.7380 4.4551  0.438
H 5.1297 4.5425 -1.3786  0.549
H -1.8055 1.5970 -3.1878  0.288
H -0.9345 2.7300 1.5578  -0.053
H -1.5154 -2.3623 1.9844  0.364
H -3.3813 -6.0369 1.4560  0.406
H 0.7424 -2.9497 -0.3353  -0.291
H -3.9575 -2.6478 -2.6599  0.180
H -1.0749 -1.9335 -5.3663  0.577
H 2.0197 -0.6662 -0.9255  -0.560
H 7.1823 0.6892 0.1821  0.390
H -0.5273 1.4176 5.1040  0.539
H 5.5587 -1.1278 -0.2754  0.450
H -2.3271 1.7546 1.2311  0.048
H -2.3165 0.8368 3.5040  0.063
H 0.7159 -4.4276 -1.2374  0.310
H -5.4503 0.5063 1.5373  0.549
H 1.9226 1.1256 -5.1456  0.532
H -0.9294 -5.7189 1.2634  0.398
H 0.5175 -0.3115 -6.5652  0.406
H 3.0050 -1.0116 -2.3143  0.532
H 1.1664 -0.0171 5.3616  0.397
H 2.2754 -2.5492 2.0956  0.391
H 0.2438 2.4468 3.8947  -0.003
H 3.5981 4.0230 -2.0894  0.173
H 3.6792 4.5034 -0.3848  0.233
H 2.9271 -0.9055 2.1233  0.099
H -5.2873 -3.1281 -1.5921  0.527
H -4.3740 -1.6522 -1.2745  0.211
H -3.2669 -2.4741 3.7389  0.492
H 6.5469 3.0319 -0.2837  0.447
H 0.9260 -4.4939 0.5171  0.416
H 0.6998 -1.2898 0.8089  -1.549
H -4.8971 -4.6461 0.0827  0.372
H 1.0846 -2.1681 4.2083  0.314
H 2.2939 0.6340 4.1720  0.211
H -2.2129 2.6004 3.6198  0.451
H -5.2878 -0.9984 3.4987  0.369


2.
Molecular formula: C45H41N5O2PtTe
Method: DFT, the ωB97M-V functional and the def2-TZVPD basis

Values from the calculation:
- Frontier orbital gap (spin up / spin down): 0.2683 / 0.1918 Eh
- Total charge: +4
- Molecular weight: 1006.53 g mol⁻¹
- <S²>: 6.052
- Spin multiplicity: 5
- HOMO level (spin up / spin down): -17.7 / -17.9 eV

Each line ends with the Mulliken charge.
Cartesian coordinates (Å):
Pt -0.5124 0.1060 0.7512  1.731
Te -0.0848 -3.4075 0.4831  0.533
O -0.1841 2.4167 0.9140  -1.114
O -2.6256 4.6361 -2.5564  -0.568
N 1.5667 -0.3193 0.6608  0.855
N -2.6005 0.3356 0.8232  -0.043
N 0.1090 -0.4149 2.9441  0.394
N 0.0224 0.2183 -1.5141  0.715
N -1.2780 5.0340 -0.4098  0.239
C 1.4258 -0.6942 3.0439  1.108
C -1.1597 -7.5372 0.7282  -0.682
C -0.6450 -0.3926 4.0525  0.636
C 1.8851 -0.1267 -2.9747  -0.985
C 2.4480 -4.2488 -2.8727  -0.757
C 0.4052 3.2248 1.6643  0.571
C -0.7955 0.2871 -2.5721  0.412
C 0.3708 -7.1447 2.5644  -0.656
C 1.0423 -0.0618 -4.0751  -1.381
C -0.5754 4.4122 -1.4801  0.188
C 1.5651 5.0182 3.5201  -0.807
C 0.4717 -5.8061 2.2180  -0.403
C 1.5810 -4.2843 -3.9587  -0.608
C 0.5553 5.4600 2.6391  -0.582
C 3.5878 -0.1008 -0.5499  -0.800
C 1.3425 0.0248 -1.7118  1.756
C -0.2779 -3.7131 -2.5385  -0.329
C 0.0222 4.6316 1.6824  0.797
C 1.9952 3.6815 3.4842  -0.798
C 1.9630 -3.9592 -1.6047  -0.432
C 3.6227 -0.6525 1.7816  -0.937
C 1.4262 2.8082 2.6008  -0.023
C -0.2423 -5.3726 1.1016  0.895
C 0.6037 -3.6952 -1.4634  0.473
C -0.4391 -8.0003 1.8257  -0.518
C -2.2557 0.5058 -2.3358  -1.580
C -5.1992 0.4913 0.9538  -1.255
C -2.1075 -0.1150 3.9158  -1.270
C 4.2999 -0.3893 0.6012  -1.574
C 1.2463 -0.9696 5.4082  -0.957
C -3.7452 0.4050 0.8762  0.530
C 0.7865 4.1472 -1.4520  -0.362
C 2.2012 -0.1121 -0.5018  -0.002
C 1.4162 3.7451 -2.6149  -0.991
C 2.2376 -0.5748 1.7953  0.146
C -1.0549 -6.2127 0.3371  -0.476
C -1.0091 5.2242 0.8360  -0.734
C -0.3030 0.1540 -3.8692  -0.837
C 0.2281 -4.0179 -3.7953  -0.674
C -0.6779 3.9038 -3.8321  -0.565
C -1.3245 4.2944 -2.6629  0.887
C -3.4030 4.7339 -3.7685  -0.930
C 2.0187 -1.0044 4.2537  -1.137
C 0.6815 3.6347 -3.7941  -0.869
C -0.0879 -0.6428 5.3048  -0.959
H 3.4969 -4.4725 -3.0062  0.492
H -2.6009 -0.1748 4.8821  0.524
H -2.6881 -0.3435 -1.8056  0.197
H 1.4372 -0.1834 -5.0742  0.583
H 1.9608 -4.5402 -4.9375  0.480
H -4.3891 5.0670 -3.4607  0.282
H -1.2170 3.8516 -4.7649  0.587
H 4.1772 -0.8902 2.6752  0.595
H -3.4683 3.7576 -4.2479  0.341
H -0.4407 -4.0654 -4.6428  0.485
H -5.5833 -0.3545 1.5229  0.353
H 0.2252 6.4896 2.7012  0.547
H 2.6357 -3.9707 -0.7566  0.482
H 1.3626 4.3143 -0.5539  0.632
H -1.3351 -3.5218 -2.4141  0.524
H -0.7142 -0.5889 6.1836  0.532
H -2.2753 0.8814 3.5027  0.173
H -1.5978 -5.8619 -0.5297  0.349
H -0.9879 0.2124 -4.7032  0.597
H -1.7987 -8.2097 0.1724  0.436
H 2.9353 -0.3257 -3.1121  0.467
H 2.0006 5.7127 4.2237  0.457
H 2.7585 3.3492 4.1730  0.535
H 4.1080 0.1259 -1.4664  0.668
H 1.7128 1.7617 2.5800  0.611
H -2.1076 5.5235 -0.7569  0.323
H 1.0961 -5.1402 2.7974  0.388
H 3.0613 -1.2683 4.3189  0.529
H 1.6897 -1.1891 6.3694  0.537
H -2.9588 5.4650 -4.4430  0.411
H 5.3804 -0.4080 0.5817  0.527
H -2.5691 -0.8455 3.2512  0.192
H -2.7840 0.6173 -3.2795  0.607
H 0.9252 -7.5196 3.4134  0.429
H -2.4153 1.4008 -1.7331  0.114
H -0.5043 -9.0444 2.1022  0.432
H 1.1866 3.3736 -4.7138  0.530
H -1.6355 5.9731 1.3148  0.569
H 2.4842 3.5854 -2.6223  0.500
H -5.4814 1.4178 1.4520  0.328
H -5.6214 0.4744 -0.0501  0.389


3.
Molecular formula: C45H41N8O9S2Sc
Method: DFT, the ωB97M-V functional and the def2-TZVPD basis

Values from the calculation:
- Frontier orbital gap: 0.2131 Eh
- Total charge: -2
- Energy relative to the best compared isomer or geometry (same formula, charge and spin): 3.6 kcal/mol
- Molecular weight: 946.96 g mol⁻¹
- Spin multiplicity: 1
- HOMO level: -2.3 eV

Each line ends with the Mulliken charge.
Cartesian coordinates (Å):
Sc -0.3997 0.0715 -0.1234  0.037
S -1.3826 1.8092 -1.9603  -0.402
S 1.8534 -0.4342 -1.5672  -0.503
O -0.7263 1.9825 1.2293  0.581
O -0.4767 5.6415 2.9842  -0.711
O -6.2271 3.7462 3.6108  -0.688
O -4.9453 5.2637 4.4418  -0.706
O -2.5414 0.2661 0.2491  1.202
O -0.4871 -3.3618 -2.8374  -0.823
O 0.2909 -2.0420 3.8481  -0.848
O -4.5785 0.5287 0.7069  -0.810
O 0.6285 3.8171 2.7885  -0.515
N -5.1349 4.2789 3.7403  1.086
N 0.1857 -2.0960 0.3500  2.232
N -1.0924 -1.3773 -1.7925  1.942
N -3.4250 0.8684 0.8199  0.097
N 1.4084 2.8480 -1.4358  1.388
N -0.7459 -0.6784 2.2770  2.283
N 2.3048 1.0598 1.0502  2.338
N -0.4155 4.4341 2.8048  1.148
C 2.5240 2.4896 0.7435  0.240
C -2.7531 4.2888 3.1709  -0.207
C -4.0073 3.7105 3.0439  -1.680
C -0.9524 3.3847 -1.2992  0.542
C -1.7273 2.5044 1.7475  0.669
C 1.1636 -4.0267 -0.5988  -0.642
C -1.6618 5.5298 -0.3843  -0.692
C -3.8914 -0.7365 -4.9045  -0.864
C 1.7944 -4.2855 0.6095  -0.730
C -4.1445 0.2684 4.6019  -1.078
C 5.6486 -0.6167 0.9521  -0.929
C -1.9504 4.3087 -0.9831  -0.402
C -0.1843 -0.2598 -4.3366  -0.598
C 0.6683 4.9693 -0.4260  -0.517
C 0.3914 3.7560 -1.0477  -0.884
C -1.6212 -0.5989 -4.0788  1.999
C 1.6270 2.8499 -2.8772  -1.348
C 2.0996 0.9682 2.4944  -1.330
C 0.0824 -1.6319 2.6963  -0.933
C -2.9316 0.8612 4.9122  -0.724
C 0.3687 -2.8990 -0.6893  0.113
C -1.7626 0.5381 4.2275  1.398
C 0.6985 -2.3926 1.5398  0.137
C -0.4358 -2.5428 -1.9154  -0.606
C -4.1747 2.5828 2.2657  0.246
C -3.0209 -1.0784 2.9431  1.342
C 3.2811 -0.4829 -0.5816  1.199
C -3.3563 -1.5834 -2.7055  1.180
C -3.0983 2.0251 1.6231  -1.024
C 3.4064 0.2406 0.6137  -1.198
C 1.5424 -3.4761 1.7093  -0.694
C -1.6715 3.7195 2.5624  -0.510
C -2.0268 -1.1627 -2.8621  -1.873
C -0.4703 1.1485 4.6845  -1.526
C -4.1723 -0.7274 3.6395  -0.681
C -0.3487 5.8559 -0.0868  -0.754
C -2.5649 -0.3830 -5.0781  -0.954
C -3.7979 -2.3366 -1.4836  -0.966
C -4.2748 -1.3493 -3.7239  -1.009
C 5.5373 -1.3389 -0.2306  -0.726
C -3.0537 -2.2475 1.9977  -1.357
C -1.8179 -0.3785 3.1661  -1.332
C 4.5801 0.1685 1.3586  -0.476
C 2.6651 2.8589 -0.7212  -2.233
C 4.3760 -1.2713 -0.9781  -0.872
H -2.9799 4.0283 -1.1795  0.486
H -5.0986 -1.2459 3.4148  0.320
H -0.1426 1.9565 4.0345  0.387
H 3.4297 2.8240 1.2765  0.580
H 3.1757 3.8379 -0.7816  0.217
H -2.6105 -3.1233 2.4833  0.372
H 2.1883 3.7492 -3.1880  0.280
H -0.1030 0.4728 -5.1433  0.393
H -0.5938 1.5629 5.6875  0.540
H -2.2419 0.0800 -6.0057  0.359
H 2.1881 1.9563 -3.1514  0.352
H -3.9259 -1.6729 -0.6370  -0.079
H 0.3718 -1.1591 -4.6142  0.309
H 6.3556 -1.9671 -0.5665  0.345
H 0.3123 0.3895 4.7129  0.233
H 1.6951 5.2285 -0.1920  0.255
H -5.0478 0.5543 5.1282  0.399
H -5.1470 2.1310 2.1539  0.715
H 1.9366 -3.6768 2.6956  0.580
H 3.3179 2.1465 -1.2274  0.870
H 4.2766 -1.8443 -1.8927  0.461
H -4.7520 -2.8339 -1.6737  0.496
H -2.8772 1.5929 5.7124  0.356
H 0.2868 0.1590 -3.4528  -0.746
H 0.6722 2.8255 -3.3954  0.320
H -3.0645 -3.0946 -1.2030  0.127
H -4.6180 -0.5526 -5.6885  0.359
H 2.8647 1.5189 3.0654  0.564
H 4.6571 0.7351 2.2795  0.340
H -4.0790 -2.4939 1.7168  0.417
H 6.5499 -0.6661 1.5514  0.395
H 1.6833 3.0281 1.1700  -0.638
H -2.6241 5.1866 3.7533  0.744
H 2.1077 -0.0707 2.8158  0.499
H 1.1407 1.4051 2.7136  -0.412
H -2.4777 -2.0667 1.0971  -0.348
H 2.4529 -5.1413 0.7062  0.418
H 1.2677 -4.6542 -1.4729  0.583
H -2.4685 6.2058 -0.1204  0.386
H -0.1103 6.7841 0.4180  0.357
H -5.3024 -1.6702 -3.5860  0.360


4.
Molecular formula: C45H42Br3N9O18
Method: DFT, the ωB97M-V functional and the def2-TZVPD basis

Values from the calculation:
- Frontier orbital gap (spin up / spin down): 0.0931 / 0.2959 Eh
- Total charge: -1
- Molecular weight: 1236.59 g mol⁻¹
- <S²>: 0.764
- Spin multiplicity: 2
- HOMO level (spin up / spin down): -2.0 / -7.1 eV

Each line ends with the Mulliken charge.
Cartesian coordinates (Å):
Br 3.4881 -2.5419 -3.8400  -0.035
Br 1.7182 -2.2329 -6.5146  -0.002
Br 2.7114 -5.2037 -5.6597  -0.054
O 5.1935 5.8079 -0.6863  -0.594
O -3.8810 0.6345 -2.6378  -0.474
O -2.1294 -6.5246 -1.0670  -0.566
O 5.3075 3.6375 -0.6291  -0.474
O -1.6089 -6.5405 -6.6605  -0.593
O -2.5890 -0.5702 0.7334  -0.709
O -1.2256 7.5027 5.2340  -0.604
O -0.3150 -5.0075 -7.2464  -0.524
O 1.5311 1.5954 5.2350  -0.734
O 0.9485 0.2398 3.6681  -0.499
O 3.9816 2.3489 -3.3663  -0.490
O 5.7540 2.4303 -4.5832  -0.550
O -1.4342 7.7497 3.1115  -0.592
O -2.6178 0.6640 8.7465  -0.603
O -4.7391 0.2721 8.7608  -0.625
O -0.0108 -6.0121 -1.5139  -0.543
O -1.8865 -2.3831 -0.2717  -0.601
O -6.0195 1.0672 -2.9624  -0.541
N -1.4709 7.1103 4.1153  0.970
N 4.5565 2.4955 -4.4231  0.914
N 4.7121 4.7066 -0.4814  0.914
N 1.7445 0.9915 4.1581  0.865
N -1.1562 -5.4184 -6.4325  0.939
N -3.6272 0.2289 8.2681  1.000
N -0.9878 -6.0571 -0.7628  0.960
N -5.0258 0.9127 -2.2868  0.846
N -1.7438 -1.2266 0.0585  1.194
C 2.1853 -3.4031 -4.9618  0.152
C -0.1420 0.6485 0.3495  0.086
C -3.0655 -1.3778 4.4104  -0.437
C 4.2623 2.3967 -6.9639  -0.258
C 3.3793 4.6522 0.0103  -0.254
C 4.5041 0.5989 1.5862  -0.376
C 3.8470 2.4210 3.6453  -0.562
C 0.3296 -3.9834 2.0707  -0.415
C -1.6046 5.6427 3.9490  0.021
C -3.3767 -0.4573 6.9716  -0.132
C -2.0762 -5.0368 -4.1277  -0.472
C -1.7957 5.1270 2.6141  -0.466
C -1.9415 -1.0115 5.0841  -0.052
C 2.0421 0.6016 -0.7213  -0.657
C -0.7252 -5.5950 0.6605  0.158
C -2.0786 -0.5269 6.3897  -0.359
C -1.5941 -4.5543 -5.3583  0.130
C -0.4724 -0.5367 -0.2351  -0.066
C -4.3572 -1.3548 4.9956  -0.933
C 1.6569 -0.5489 -1.3669  -0.686
C -0.4955 -4.4296 3.1120  -0.511
C -1.3955 -5.4532 2.9499  -0.510
C 2.9770 1.3149 3.3920  -0.065
C 2.3050 2.1470 -5.5590  0.015
C -1.7342 -3.1779 -5.5751  -0.249
C 5.0864 2.4905 3.0073  -0.613
C -1.4698 3.3382 4.7792  -0.411
C -2.3587 -2.3831 -4.7083  -0.766
C 0.3564 -1.1057 -1.1864  0.005
C -5.3600 1.3105 -0.8615  -0.619
C -2.5206 -4.1575 -3.1406  -0.505
C -1.4508 4.7042 5.0064  -0.366
C 3.3947 0.4669 2.3387  -0.062
C 2.1028 2.1027 -7.9589  -0.371
C 5.2745 1.7178 1.8455  -0.420
C 3.6807 2.3913 -5.6980  -0.137
C -1.7434 3.6855 2.4168  -0.602
C -1.5471 -6.0149 1.7042  -0.517
C -1.4571 2.8435 3.4946  -0.075
C -2.7023 -2.8303 -3.4691  -0.513
C 3.4744 2.2504 -8.1075  -0.545
C 1.5230 2.0269 -6.6882  -0.664
C 1.1254 1.2328 0.1092  -0.593
C 0.2496 -4.5957 0.8301  -0.283
C -4.5051 -0.8258 6.2387  -0.150
H 6.1723 1.9132 1.2779  0.335
H 5.3095 2.3406 -7.2218  0.382
H 3.3693 5.4482 0.7548  0.282
H -2.3378 -6.7366 1.5610  0.422
H 1.3813 2.1531 0.6131  0.315
H -0.6683 1.2176 1.1015  0.155
H 0.8213 -4.2959 -0.0358  0.511
H -2.7880 -1.7874 3.4504  0.595
H 2.9170 1.0968 -1.1159  0.610
H 0.0151 -1.9736 -1.7310  0.698
H 1.2942 -3.5532 -4.3523  -0.077
H 2.7837 -0.4151 2.2157  0.295
H -0.9329 -1.1468 4.7224  0.426
H 4.0043 2.2205 -9.0481  0.384
H -5.4938 -0.7385 6.6643  0.436
H -5.2682 -1.5889 4.4649  0.382
H 2.3876 -0.9274 -2.0663  -0.142
H -2.0187 5.7571 1.7657  0.438
H -1.1083 5.1235 5.9409  0.402
H 1.4468 2.1453 -8.8157  0.402
H -1.3397 -2.8139 -6.5123  0.511
H -0.4122 -4.0118 4.1044  0.485
H 3.2864 3.6457 0.4183  -0.179
H -2.7757 -4.4400 -2.1299  0.632
H -2.8736 -2.1252 -2.6692  0.469
H 2.7956 4.6715 -0.9100  0.290
H -1.2132 -0.2121 6.9539  0.432
H -2.5879 -1.3435 -4.8902  0.456
H -2.0556 -6.0846 -3.8667  0.438
H -1.3701 2.5797 5.5415  0.449
H 5.7574 3.2682 3.3409  0.400
H -2.0579 -5.7067 3.7644  0.391
H 3.7492 2.9709 4.5696  0.453
H -6.3413 0.9518 -0.5509  0.287
H -1.2797 1.8084 3.2424  0.393
H 1.8139 1.8809 -4.6347  0.496
H 0.4466 1.9392 -6.6941  0.407
H 4.7696 -0.1318 0.8365  0.479
H -1.7113 3.2258 1.4400  0.475
H -4.5665 1.1117 -0.1411  0.193
H -5.3885 2.3940 -0.9769  0.295
H 1.1027 -3.2591 2.2806  0.407